ORCA calculation (ωB97M-V with the def2-TZVPD basis set) on a cluster of 12 separate species, C47H125N7O14 in total at a distorted geometry.

The geometry in ORCA input format:
```
! wB97M-V def2-TZVPD RIJCOSX def2/J DEFGRID3
* xyz 0 1
C 1.43 -0.22 -5.98
O 1.30 -0.34 -4.56
C 2.33 0.20 -3.80
C 3.53 -0.83 -3.84
C 3.12 -2.28 -3.63
N 4.55 -0.63 -2.81
H 1.70 0.82 -6.14
H 0.54 -0.51 -6.54
H 2.22 -0.92 -6.26
H 2.61 1.24 -3.97
H 1.85 0.21 -2.82
H 4.10 -0.67 -4.75
H 2.49 -2.40 -2.74
H 3.98 -2.94 -3.53
H 2.57 -2.63 -4.50
H 4.17 -0.95 -1.92
H 4.72 0.36 -2.80
C -1.40 -5.80 3.93
O -2.11 -6.44 2.94
C -1.58 -6.16 1.63
C -1.29 -4.71 1.17
C -2.60 -3.96 0.86
N -0.46 -4.67 -0.03
H -1.77 -4.78 3.91
H -0.33 -5.81 3.72
H -1.63 -6.22 4.91
H -0.67 -6.73 1.48
H -2.22 -6.64 0.89
H -0.71 -4.24 1.97
H -3.14 -4.43 0.04
H -2.56 -2.88 0.66
H -3.30 -4.07 1.70
H 0.44 -5.13 0.07
H -0.87 -5.26 -0.74
C -1.12 2.47 -0.01
O -0.67 1.32 0.74
C 0.28 0.56 0.11
C 0.13 -0.91 0.60
C 0.53 -1.10 2.03
N 0.75 -1.91 -0.27
H -1.84 2.97 0.65
H -1.67 2.17 -0.90
H -0.27 3.12 -0.22
H 0.09 0.54 -0.96
H 1.26 1.00 0.31
H -0.93 -1.10 0.49
H 0.02 -0.45 2.75
H 1.58 -0.86 2.15
H 0.40 -2.15 2.33
H 0.64 -2.81 0.18
H 0.24 -2.02 -1.13
C 2.39 -6.00 3.80
O 1.62 -6.43 2.67
C 2.20 -7.46 1.89
C 3.43 -6.96 1.16
C 3.03 -6.00 0.06
N 4.15 -8.05 0.53
H 3.24 -5.40 3.49
H 2.76 -6.77 4.47
H 1.73 -5.35 4.39
H 2.43 -8.35 2.48
H 1.52 -7.79 1.11
H 4.18 -6.42 1.74
H 3.90 -5.52 -0.38
H 2.37 -5.21 0.39
H 2.67 -6.55 -0.81
H 4.82 -7.63 -0.11
H 3.53 -8.56 -0.09
C 3.36 -2.22 3.96
O 3.95 -1.86 2.74
C 3.90 -2.94 1.76
C 4.44 -2.32 0.43
C 5.90 -1.88 0.36
N 3.59 -1.17 0.08
H 2.32 -2.55 3.94
H 3.22 -1.33 4.57
H 3.90 -2.99 4.52
H 4.48 -3.78 2.13
H 2.85 -3.22 1.73
H 4.30 -3.11 -0.31
H 6.07 -0.87 0.73
H 6.22 -1.86 -0.68
H 6.65 -2.40 0.95
H 2.68 -1.57 -0.06
H 3.50 -0.70 0.96
C -4.40 0.02 -6.05
O -5.24 0.56 -5.06
C -5.18 1.92 -4.88
C -6.00 2.42 -3.73
N -5.28 2.27 -2.48
C -6.13 2.46 -1.28
C -5.33 2.21 0.04
O -5.22 0.79 0.15
C -4.22 0.28 0.97
H -4.59 -1.05 -6.06
H -3.35 0.22 -5.82
H -4.60 0.42 -7.04
H -5.43 2.52 -5.75
H -4.13 2.19 -4.81
H -6.95 1.88 -3.75
H -6.22 3.49 -3.82
H -4.87 1.34 -2.48
H -6.97 1.77 -1.27
H -6.49 3.48 -1.24
H -5.63 2.59 1.01
H -4.32 2.62 0.02
H -4.07 -0.79 0.86
H -4.44 0.46 2.03
H -3.31 0.79 0.65
C 1.62 2.57 2.86
O 2.40 1.93 3.94
C 3.78 2.39 4.10
C 4.84 2.15 2.96
N 4.77 3.01 1.79
C 4.57 2.16 0.60
C 4.80 2.93 -0.76
O 4.53 2.11 -1.92
C 4.70 2.88 -3.16
H 1.59 3.66 2.93
H 0.61 2.17 2.94
H 1.85 2.34 1.82
H 4.21 1.90 4.98
H 3.77 3.44 4.40
H 4.73 1.08 2.78
H 5.84 2.28 3.38
H 5.72 3.34 1.67
H 3.58 1.70 0.65
H 5.22 1.28 0.62
H 5.78 3.41 -0.72
H 4.06 3.73 -0.82
H 3.89 3.61 -3.24
H 4.67 2.13 -3.95
H 5.68 3.34 -3.25
C -0.56 1.72 7.44
C 0.69 1.06 6.90
C 0.32 0.13 5.72
O 1.58 2.10 6.43
H -1.36 1.03 7.70
H -1.05 2.30 6.66
H -0.41 2.35 8.32
H 1.25 0.60 7.72
H 1.24 -0.10 5.18
H -0.28 0.65 4.98
H -0.27 -0.76 5.94
H 1.88 1.86 5.55
C -0.39 5.66 -4.31
C -1.00 4.46 -5.02
C -0.86 3.16 -4.22
O -2.38 4.63 -5.13
H 0.70 5.63 -4.34
H -0.76 5.70 -3.28
H -0.60 6.57 -4.88
H -0.52 4.29 -5.99
H -1.42 3.13 -3.29
H 0.17 2.88 -3.99
H -1.20 2.34 -4.85
H -2.76 4.80 -4.26
C -4.49 2.26 4.12
C -3.38 3.21 4.58
C -2.31 3.45 3.53
O -3.90 4.41 5.01
H -5.05 2.61 3.25
H -5.22 2.19 4.93
H -4.08 1.25 4.12
H -2.92 2.86 5.50
H -2.66 4.01 2.66
H -1.87 2.52 3.16
H -1.43 4.01 3.85
H -3.65 4.94 4.24
C -2.38 -2.88 -2.87
C -1.61 -1.76 -3.51
C -2.00 -0.36 -2.99
O -0.30 -2.08 -3.19
H -2.07 -3.86 -3.23
H -3.46 -2.75 -2.94
H -2.08 -2.86 -1.82
H -1.69 -1.78 -4.60
H -3.06 -0.15 -3.13
H -1.41 0.43 -3.45
H -1.75 -0.27 -1.94
H 0.29 -1.49 -3.66
C -3.23 5.75 -0.76
C -4.16 5.57 -1.95
C -4.12 6.73 -2.94
O -3.74 4.43 -2.61
H -2.18 5.61 -1.02
H -3.46 5.07 0.06
H -3.14 6.79 -0.45
H -5.17 5.40 -1.57
H -5.00 6.71 -3.59
H -3.27 6.74 -3.62
H -4.17 7.71 -2.46
H -4.45 3.78 -2.50
*
```

The calculation puts the electronic energy at -89854.1263 eV. Its orbital gap is 8.75 eV. Its SMILES is COC[C@H](C)N.COC[C@H](C)N.COC[C@H](C)N.COC[C@H](C)N.COC[C@H](C)N.COCCNCCOC.COCCNCCOC.CC(C)O.CC(C)O.CC(C)O.CC(C)O.CC(C)O. The value obtained for the relative energy (zero: lowest compared OMol25 entry of this formula, charge and spin) is 0.0 kJ/mol. The lowest unoccupied orbital energy is 0.5135 eV.